9
Properties=species:S:1:pos:R:3 method="wB97M-V/def2-TZVPD" e_homo_ev=-7.59 homo_lumo_gap_ev=7.536 relative_energy_ev=2.637
S 2.384 0.138 -0.245
H -2.075 0.002 -1.663
H -1.388 0.090 1.532
H -0.815 1.159 0.162
C -1.227 0.214 0.476
S -2.559 -0.374 -0.479
P 0.884 -1.265 0.036
H 2.564 -0.154 -1.534
H 1.074 -1.283 1.417

9
Properties=species:S:1:pos:R:3 method="wB97M-V/def2-TZVPD" e_homo_ev=-8.94 homo_lumo_gap_ev=9.737 relative_energy_ev=0.731
C 1.100 0.817 -0.098
S -1.728 0.598 0.638
S 0.115 -2.028 0.571
H 2.061 0.718 -0.623
H 0.611 1.657 -0.461
P -0.300 -0.376 -0.624
H -2.627 0.837 -0.433
H 1.459 0.632 1.001
H -0.691 -2.855 0.030

no.,LUMO level (eV)
1,-0.06
2,0.79